Entry from the OMol25 dataset: C4H6N2 in the gas phase (wB97M-V/def2-TZVPD).

The spin multiplicity is 1. The HOMO-LUMO gap comes out at 9.14 eV. As for the SMILES: C=C1C=NNC1. As for the relative energy (zero: lowest compared OMol25 entry of this formula, charge and spin): 62.8 kcal/mol. The total charge is 0. Its LUMO energy is 0.033 Eh. The HOMO energy comes out at -8.24 eV.

Each line ends with the Mulliken charge.
Atoms and positions in Å:
C 1.86447 0.08060 -0.03027  -0.8686
C 0.52939 0.00664 -0.02611  0.6328
C -0.32041 1.27840 -0.02418  -0.0647
N -1.57262 1.07085 0.03100  -0.5587
N -1.79410 -0.29118 -0.15136  -0.1199
C -0.52398 -1.01926 -0.02608  -0.3894
H 2.72317 -0.65934 -0.07955  0.2739
H 2.29149 1.17141 0.04628  0.1369
H 0.26000 2.29799 -0.21519  0.2415
H -2.56673 -0.65946 0.28820  0.2432
H -0.48856 -1.75010 -0.81247  0.2888
H -0.40212 -1.52655 0.99973  0.1842

Atomic forces in eV per Å
1.8 1.7 0.1
-0.1 2.1 -0.8
2.8 1.1 -0.3
-0.2 0.0 -0.5
2.5 1.2 -0.9
-0.2 -1.6 2.0
-1.8 0.5 0.1
-0.9 -2.1 -0.3
-1.9 -2.0 0.9
-1.9 -0.6 1.3
0.4 -0.5 -0.2
-0.5 0.3 -1.4



Entry from the OMol25 dataset: C4H6N2 in the gas phase (wB97M-V/def2-TZVPD).

The spin multiplicity is 1. The HOMO-LUMO gap comes out at 9.29 eV. As for the SMILES: Nn1cccc1. As for the relative energy (zero: lowest compared OMol25 entry of this formula, charge and spin): 38.4 kcal/mol. The total charge is 0. Its LUMO energy is 0.037 Eh. The HOMO energy comes out at -8.29 eV.

Each line ends with the Mulliken charge.
Atoms and positions in Å:
N -1.81526 0.77717 -0.33372  -0.8531
N -0.56257 0.23809 -0.20789  0.4011
C -0.27361 -1.09106 -0.03753  -0.3397
C 1.10024 -1.17144 0.24811  -0.4277
C 1.55745 0.15262 0.32795  -0.6071
C 0.54825 1.03936 0.04956  -0.2156
H -2.33731 0.51482 0.47906  0.2507
H -2.22219 0.21813 -1.11090  0.2773
H -1.05704 -1.85941 0.08943  0.3243
H 1.70840 -2.02634 0.36119  0.4219
H 2.60462 0.38712 0.47469  0.3687
H 0.35433 2.08202 -0.03072  0.3993

Atomic forces in eV per Å
-1.3 -0.7 -1.7
1.9 -0.1 1.1
1.0 -0.5 0.6
-2.1 0.9 -0.3
1.4 0.7 -0.3
-1.3 -2.0 -0.4
-0.5 0.0 0.6
-0.1 0.9 0.6
0.5 0.7 -0.6
0.3 -0.8 0.2
-0.2 0.2 0.1
0.5 0.6 0.0



Entry from the OMol25 dataset: C4H6N2 in the gas phase (wB97M-V/def2-TZVPD).

The spin multiplicity is 1. The HOMO-LUMO gap (alpha / beta) comes out at 7.60 / 7.61 eV. As for the relative energy (zero: lowest compared OMol25 entry of this formula, charge and spin): 111.9 kcal/mol. The total charge is 0. Its LUMO energy (alpha / beta) is -0.017 / -0.017 Eh. The HOMO energy (alpha / beta) comes out at -8.07 / -8.07 eV.

Each line ends with the Mulliken charge.
Atoms and positions in Å:
N 0.34717 -1.86077 -0.06088  -0.5980
C 0.13014 -0.44995 -0.03469  -0.0358
C -1.18833 0.13892 -0.19298  -0.0627
N -1.38372 1.39226 -0.00972  -0.5823
C 1.33137 1.77205 0.06329  -0.4628
C 1.18303 0.39526 0.12957  0.0927
H 0.18638 -2.24799 -0.98492  0.2512
H -0.25533 -2.34519 0.59525  0.2607
H -1.98428 -0.55425 -0.50675  0.3513
H -2.33781 1.65201 -0.27616  0.2450
H 1.75048 2.16969 1.00851  0.1934
H 2.18621 -0.03011 0.26053  0.3471

Atomic forces in eV per Å
-0.2 -0.1 0.0
0.1 0.2 0.0
0.1 0.1 0.1
0.1 -0.3 0.1
-0.4 -0.2 0.1
-0.1 0.1 -0.1
0.0 0.0 0.1
0.1 0.0 -0.1
0.1 0.2 0.0
0.3 0.1 0.1
-0.4 0.1 -0.2
0.0 -0.2 0.1



Entry from the OMol25 dataset: C4H6N2 in the gas phase (wB97M-V/def2-TZVPD).

The spin multiplicity is 1. The HOMO-LUMO gap comes out at 9.38 eV. As for the SMILES: Cc1cn[nH]c1. As for the relative energy (zero: lowest compared OMol25 entry of this formula, charge and spin): 64.6 kcal/mol. The total charge is 0. Its LUMO energy is 0.016 Eh. The HOMO energy comes out at -8.94 eV.

Each line ends with the Mulliken charge.
Atoms and positions in Å:
C 1.67481 0.32795 0.32873  -1.0931
C 0.21589 0.00378 0.10410  0.7295
C -0.92325 -0.05580 0.99438  -0.3892
N -2.02801 -0.39451 0.39471  -0.5094
N -1.77502 -0.35212 -1.01279  -0.2310
C -0.36970 -0.43611 -1.04862  -0.5057
H 2.26052 -0.55783 0.59224  0.2595
H 2.10656 0.74511 -0.58938  0.3017
H 1.84268 1.07357 1.11734  0.3280
H -0.97286 0.17586 2.05106  0.4449
H -2.05449 0.63899 -1.19161  0.3420
H 0.02286 -1.16889 -1.74016  0.3227

Atomic forces in eV per Å
0.0 -0.2 0.0
-0.2 -0.7 -0.6
-0.7 0.1 0.1
-0.6 2.2 1.0
0.3 -1.1 1.2
1.0 0.5 -0.5
-0.1 0.0 0.0
-0.1 -0.2 0.2
-0.3 -0.2 -0.1
0.2 -0.3 0.1
-0.1 -1.1 -0.5
0.6 1.0 -0.9



Entry from the OMol25 dataset: a molecular structure, C4H6N2 (wB97M-V/def2-TZVPD).

The spin multiplicity is 1. The HOMO-LUMO gap comes out at 9.02 eV. As for the relative energy (zero: lowest compared OMol25 entry of this formula, charge and spin): 53.4 kcal/mol. The total charge is 0. Its LUMO energy is 0.025 Eh. The HOMO energy comes out at -8.34 eV.

Each line ends with the Mulliken charge.
Atoms and positions in Å:
C -2.09069 0.04471 0.05326  -0.8378
C -0.64885 0.06644 -0.12052  0.3543
C 0.24850 1.13676 -0.08051  -0.2922
C 1.41959 -0.62512 0.01841  -0.1625
H -2.51852 1.02515 -0.49014  0.2652
H -2.64542 -1.22302 -0.34258  0.2247
H -2.20962 0.11089 1.36110  0.2034
H 0.02202 2.22302 0.00486  0.3395
H 2.16406 -1.38249 0.15201  0.3585
H -0.18731 -2.03708 -0.09776  0.2344
N 1.56680 0.68050 0.06504  -0.5820
N 0.11940 -1.03096 -0.03809  -0.1056

Atomic forces in eV per Å
-2.7 -1.2 1.8
1.0 1.7 -0.1
-0.1 0.2 0.5
0.3 -0.1 0.7
0.3 -2.7 1.4
1.6 4.4 1.1
-0.4 -0.2 -4.0
0.1 -1.1 -0.3
0.5 0.0 -0.1
0.4 1.9 0.1
-1.6 -0.7 -0.7
0.5 -2.2 -0.3



Entry from the OMol25 dataset: C4H6N2 in the gas phase (wB97M-V/def2-TZVPD).

The spin multiplicity is 1. The HOMO-LUMO gap comes out at 10.40 eV. As for the SMILES: N#CC1(N)CC1. As for the relative energy (zero: lowest compared OMol25 entry of this formula, charge and spin): 34.3 kcal/mol. The total charge is 0. Its LUMO energy is 0.035 Eh. The HOMO energy comes out at -9.47 eV.

Each line ends with the Mulliken charge.
Atoms and positions in Å:
N -0.87723 2.35031 -1.27467  -0.4472
C -0.52471 1.31435 -0.89378  0.0485
C -0.21496 0.06639 -0.21427  1.1005
N -1.21393 -0.96134 -0.29445  -0.6334
C 1.20575 -0.37083 0.02402  -0.8406
C 0.45477 0.31319 1.12342  -0.7557
H -2.08074 -0.65185 -0.70658  0.2287
H -0.89777 -1.82579 -0.70154  0.2043
H 2.02923 0.14142 -0.46343  0.2551
H 1.33455 -1.44778 0.10462  0.2998
H 0.06086 -0.26805 1.94829  0.2820
H 0.72419 1.33998 1.34838  0.2581

Atomic forces in eV per Å
0.4 -1.0 0.1
-0.3 0.8 -0.3
0.0 0.1 0.1
-0.2 0.0 0.3
0.1 -0.1 -0.1
0.0 0.1 0.3
0.0 0.0 0.0
0.1 0.1 -0.3
-0.2 0.0 0.1
0.0 0.2 0.0
0.1 0.0 -0.1
0.0 -0.2 0.0



Q: Which F_max values were calculated for the entries above? A: 3.0; 2.4; 0.4; 2.5; 4.8; 1.1, in eV Å⁻¹.
Q: Which molecular weight values were calculated for the entries above? A: 82.11; 82.11; 82.11; 82.11; 82.11; 82.11, in g mol⁻¹.